# 1
CH4NOP | ωB97M-V/def2-TZVPD

Calculated values
**Highest occupied orbital energy**: -8.874 eV
**Charge**: 0
**Relative energy (zero: lowest compared OMol25 entry of this formula, charge and spin)**: 39.33 kcal/mol

```
8
Properties=species:S:1:pos:R:3:forces:R:3
C 1.045 -0.905 0.395 1.2 1.2 -0.5
N -1.525 0.738 0.401 0.6 -0.5 2.0
O -0.242 0.360 -1.635 1.0 -0.1 -1.3
P -0.200 0.115 -0.096 1.2 -1.3 0.2
H 1.179 -1.060 1.488 -0.4 0.1 -1.0
H -1.410 0.600 1.423 -0.9 0.5 -0.2
H -0.901 1.047 -1.765 -0.3 0.2 -0.3
H 2.053 -0.895 -0.211 -2.4 0.0 1.0
```
Positions in Å, forces in eV/Å.

Atomic partial charges in e from the natural (NBO) method, atoms 1 to 6: -1.16 -1.22 -0.96 1.93 0.25 0.37


# 2
C17H23N5O2S | ωB97M-V/def2-TZVPD

Calculated values
**SMILES string**: CCc1nnc(NC(=O)CN2CCN(c3cccc(OC)c3)CC2)s1
**Highest occupied orbital energy**: -8.025 eV
**Charge**: 0
**Relative energy (zero: lowest compared OMol25 entry of this formula, charge and spin)**: 39.73 kcal/mol

```
48
Properties=species:S:1:pos:R:3:forces:R:3
C -5.033 -3.182 -5.149 0.1 -0.2 0.1
C -4.095 -3.818 -4.123 -0.2 0.0 -0.2
C -3.235 -2.797 -3.479 -0.5 0.5 0.5
N -1.957 -2.751 -3.585 -0.2 -1.2 -0.8
N -1.385 -1.742 -2.938 0.8 1.3 0.8
C -2.237 -0.993 -2.322 -1.0 -0.5 -0.2
N -1.889 0.105 -1.591 0.3 0.2 0.1
C -2.788 0.865 -0.901 0.4 0.1 0.0
O -3.977 0.645 -0.906 -0.3 0.2 0.1
C -2.128 2.022 -0.169 0.0 0.1 0.1
N -0.742 1.718 0.131 -0.1 0.2 0.1
C -0.622 0.815 1.266 0.2 -0.3 0.1
C 0.833 0.379 1.438 -0.3 0.0 0.1
N 1.650 1.553 1.641 -0.3 0.0 0.0
C 2.872 1.448 2.300 0.4 -0.1 0.3
C 3.519 2.609 2.741 0.1 0.2 -0.1
C 4.698 2.523 3.447 -0.1 0.0 -0.1
C 5.272 1.298 3.752 0.2 -0.3 0.1
C 4.637 0.139 3.327 0.0 0.1 0.0
O 5.090 -1.129 3.553 -0.3 0.2 -0.2
C 6.293 -1.294 4.261 0.2 0.0 0.1
C 3.451 0.221 2.601 -0.1 -0.1 -0.1
C 1.529 2.462 0.521 -0.2 0.3 -0.1
C 0.074 2.897 0.367 0.3 0.1 -0.2
S -3.902 -1.495 -2.492 0.7 -0.5 -0.4
H -4.459 -2.683 -5.926 0.0 0.1 -0.1
H -5.653 -3.946 -5.611 -0.1 0.0 -0.1
H -5.680 -2.451 -4.669 -0.1 0.1 0.0
H -4.686 -4.324 -3.355 0.0 -0.1 0.0
H -3.445 -4.550 -4.604 0.0 0.0 0.1
H -0.906 0.345 -1.499 -0.1 0.0 0.0
H -2.730 2.264 0.720 0.0 -0.1 -0.1
H -2.167 2.885 -0.841 0.0 0.0 0.0
H -1.247 -0.063 1.090 0.0 0.0 0.0
H -0.961 1.304 2.194 0.0 0.0 -0.1
H 0.901 -0.263 2.317 0.0 0.0 -0.1
H 1.148 -0.192 0.549 0.0 0.0 0.1
H 3.085 3.578 2.550 -0.1 0.1 0.0
H 5.183 3.428 3.782 0.0 0.1 0.0
H 6.193 1.267 4.311 0.1 -0.1 0.1
H 6.459 -2.369 4.315 0.0 0.1 0.0
H 6.221 -0.888 5.276 0.0 0.0 -0.1
H 7.134 -0.824 3.741 0.0 0.0 0.0
H 3.016 -0.709 2.275 -0.1 -0.1 -0.1
H 2.161 3.334 0.675 0.0 0.0 0.0
H 1.845 1.964 -0.411 0.0 0.1 0.0
H -0.018 3.567 -0.492 0.0 0.0 0.0
H -0.244 3.436 1.274 0.0 0.0 0.0
```
Positions in Å, forces in eV/Å.

Atomic partial charges in e from the natural (NBO) method, atoms 1 to 6: -0.59 -0.45 0.04 -0.26 -0.30 0.20


# 3
C3H12O2S2 | ωB97M-V/def2-TZVPD

Calculated values
**SMILES string**: CCCSS.O.O
**Highest occupied orbital energy**: -8.794 eV
**Charge**: 0
**Relative energy (zero: lowest compared OMol25 entry of this formula, charge and spin)**: 14.39 kcal/mol

```
19
Properties=species:S:1:pos:R:3:forces:R:3
C 1.443 -1.763 -1.769 -0.2 0.2 0.3
C 0.477 -0.676 -1.285 0.2 -0.9 0.7
C -0.211 -1.145 -0.004 0.3 0.4 -0.1
S -1.485 -0.052 0.677 0.1 0.3 0.1
S -0.380 1.701 1.004 -0.3 -0.5 -0.3
H 2.143 -2.005 -0.962 0.1 0.2 -0.2
H 1.980 -1.359 -2.621 0.2 -0.3 -0.1
H 0.955 -2.708 -2.009 -0.2 0.1 -0.3
H 1.094 0.177 -1.040 -0.1 0.5 -0.1
H -0.259 -0.396 -2.023 -0.2 0.1 -0.3
H -0.715 -2.099 -0.149 -0.1 -0.1 0.0
H 0.562 -1.286 0.763 -0.2 -0.1 0.0
H 0.579 1.039 1.657 0.2 0.2 0.3
O -0.640 -1.457 4.242 -0.2 0.1 -0.3
H -0.368 -1.552 3.322 0.1 -0.1 0.1
H -1.513 -1.059 4.140 0.0 0.0 0.2
O 2.174 1.718 -4.223 0.0 -0.2 -0.1
H 1.943 1.189 -4.997 0.0 0.2 0.2
H 1.374 2.192 -3.980 0.0 0.0 0.0
```
Positions in Å, forces in eV/Å.

Atomic partial charges in e from the natural (NBO) method, atoms 1 to 6: -0.60 -0.41 -0.53 0.08 -0.13 0.20


# 4
C5H6O2 | ωB97M-V/def2-TZVPD

Calculated values
**Highest occupied orbital energy (alpha / beta)**: -7.547 / -7.545 eV
**Charge**: 0
**Relative energy (zero: lowest compared OMol25 entry of this formula, charge and spin)**: 150.52 kcal/mol

```
13
Properties=species:S:1:pos:R:3:forces:R:3
O -1.605 -0.213 0.900 0.2 0.0 0.2
C -1.096 -0.695 -0.312 0.0 -0.2 -0.2
C -0.041 0.225 -0.980 -0.1 0.2 -0.2
C 0.084 1.550 -0.555 0.0 0.0 -0.1
O 0.778 1.518 0.552 0.0 0.0 -0.1
C 1.166 0.106 0.431 0.3 -0.4 0.3
C 1.806 -0.779 0.999 -0.1 0.4 -0.1
H -0.927 -0.352 1.576 -0.1 0.0 0.0
H -0.628 -1.684 -0.199 -0.1 0.1 0.0
H -1.950 -0.778 -0.992 0.1 0.0 0.1
H 0.019 0.022 -2.053 0.0 0.0 0.1
H -0.186 2.525 -0.952 0.0 -0.1 0.0
H 2.497 -1.371 1.556 -0.2 0.1 -0.1
```
Positions in Å, forces in eV/Å.

Atomic partial charges in e from the natural (NBO) method, atoms 1 to 6: -0.71 -0.04 -0.45 0.35 -0.42 0.15


# 5
C5H6O | ωB97M-V/def2-TZVPD

Calculated values
**SMILES string**: C#C[C@@H](C)C=O
**Highest occupied orbital energy**: -9.923 eV
**Charge**: 0
**Relative energy (zero: lowest compared OMol25 entry of this formula, charge and spin)**: 49.11 kcal/mol

```
12
Properties=species:S:1:pos:R:3:forces:R:3
C -0.491 1.535 -1.872 0.1 -0.7 0.9
C -0.399 0.858 -0.871 -0.9 -0.1 -1.0
C -0.354 0.010 0.359 0.1 0.5 -0.5
C -0.133 -1.482 0.139 1.0 -0.1 -0.9
C 0.827 0.611 1.065 0.5 -0.1 1.1
O 1.765 -0.034 1.449 0.0 0.1 -0.1
H -0.593 2.111 -2.768 0.1 -0.1 0.3
H -1.265 0.193 0.941 0.1 0.2 0.0
H -1.066 -1.936 -0.245 0.8 0.1 -0.5
H 0.838 -1.537 -0.498 -2.0 -0.5 0.7
H 0.081 -2.026 1.068 0.1 0.5 0.0
H 0.790 1.696 1.235 0.0 0.2 -0.1
```
Positions in Å, forces in eV/Å.

Atomic partial charges in e from the natural (NBO) method, atoms 1 to 6: -0.23 -0.01 -0.40 -0.60 0.45 -0.51


# 6
C6H9N | ωB97M-V/def2-TZVPD

Calculated values
**SMILES string**: CC1=CN=C[C@@H]1C
**Highest occupied orbital energy**: -8.736 eV
**Charge**: 0
**Relative energy (zero: lowest compared OMol25 entry of this formula, charge and spin)**: 23.50 kcal/mol

```
16
Properties=species:S:1:pos:R:3:forces:R:3
C -0.549 1.729 0.953 -0.1 0.1 0.1
C -0.098 0.751 -0.083 0.0 0.1 -0.3
C -0.127 0.887 -1.418 -0.3 0.3 0.3
N 0.648 -0.086 -2.112 0.1 0.0 0.4
C 1.148 -0.826 -1.193 0.0 -0.4 -0.3
C 0.631 -0.536 0.188 0.1 0.2 0.0
C -0.369 -1.658 0.549 -0.2 -0.1 -0.1
H 0.326 2.149 1.466 -0.1 -0.1 -0.1
H -1.190 1.301 1.732 0.0 -0.1 -0.1
H -1.081 2.570 0.498 0.0 -0.2 0.0
H -0.686 1.627 -1.977 0.2 0.1 0.0
H 1.815 -1.650 -1.431 -0.1 0.0 0.0
H 1.415 -0.452 0.949 -0.1 0.0 -0.1
H -0.914 -1.424 1.468 0.1 0.0 -0.1
H 0.138 -2.621 0.675 -0.1 0.2 0.0
H -1.106 -1.762 -0.265 0.3 0.0 0.3
```
Positions in Å, forces in eV/Å.

Atomic partial charges in e from the natural (NBO) method, atoms 1 to 6: -0.64 0.00 -0.07 -0.41 0.12 -0.34